DFT (wB97M-V/def2-TZVPD) results for a structure of composition C6H10N4O3 at a distorted geometry.

Summary:
- molecular weight (g/mol) = 186.171
- electronic energy (a.u.) = -679.09125
- lowest unoccupied orbital energy (eV) = -0.328
- energy above the lowest of the compared OMol25 structures with the same formula, charge and spin (kcal/mol) = 130.9
- frontier orbital gap (eV) = 9.3941
- charge = 0
- E_HOMO (Eh) = -0.3573

Positions of all 23 atoms, in Å:
C 3.63215 -0.74109 -0.05580
C 2.36967 -0.07278 -0.06315
C 1.18786 1.60877 0.34976
C -0.86548 1.11334 -0.92460
C -2.34520 -0.77994 -0.26424
C -3.51920 -0.84719 0.85255
H 4.33047 0.46601 1.15541
H 5.15947 -1.30229 1.30354
H 1.00066 2.77077 0.45300
H -0.76003 2.24092 -1.07335
H -0.65455 0.67203 -1.81976
H -2.90293 -1.38719 -1.29224
H -1.45835 -1.41446 -0.09607
H -3.44480 -1.84751 1.49407
H -3.14430 0.23089 1.65626
H -4.30931 -0.13360 -0.99251
N 4.57357 -0.42199 0.85558
N 2.34459 1.09002 0.54342
N 0.43169 0.68286 -0.33482
N 1.32043 -0.12087 -0.82921
O 3.75308 -1.66698 -0.89725
O -2.02030 0.59103 -0.29476
O -4.67918 -0.73076 0.27419

***

DFT (wB97M-V/def2-TZVPD) results for a structure of composition C27H51CeNO2Si2 at a distorted geometry.

Summary:
- molecular weight (g/mol) = 617.998
- electronic energy (a.u.) = -2318.38491
- lowest unoccupied orbital energy (spin up / spin down) (eV) = -2.452 / -2.466
- energy above the lowest of the compared OMol25 structures with the same formula, charge and spin (kcal/mol) = 81.0
- frontier orbital gap (spin up / spin down) (eV) = 6.4049 / 6.4490
- charge = +1
- E_HOMO (spin up / spin down) (Eh) = -0.3255 / -0.3276
- spin multiplicity = 2

Positions of all 84 atoms, in Å:
O -1.52385 -2.76996 -1.45399
O -2.30520 -1.22274 -2.99827
C -0.07033 -2.88518 -1.59755
C 0.64882 -3.41568 -0.38323
H 0.30926 -1.90172 -1.89894
H 0.04208 -3.55949 -2.44468
H 0.93483 -2.57938 0.26774
H 1.57929 -3.87460 -0.73762
H 0.13691 -4.19676 0.19236
C -2.16902 -2.56145 -0.10418
C -3.41189 -3.40670 -0.15523
H -2.35916 -1.48485 -0.02378
H -1.43973 -2.86749 0.65501
H -4.08194 -3.10281 -0.96492
H -3.99568 -3.32619 0.76488
H -3.17155 -4.46214 -0.32195
C -2.84116 0.09857 -2.66794
C -2.00138 -1.50824 -4.39702
C -4.03656 -0.03579 -1.75124
H -3.11023 0.57685 -3.61836
H -2.04291 0.71695 -2.21527
H -4.60050 -0.95855 -1.94582
H -4.73035 0.79670 -1.91756
H -3.73547 -0.00287 -0.69584
C -3.11137 -2.32085 -5.01715
H -1.04562 -2.04820 -4.40148
H -1.83826 -0.54777 -4.91096
H -3.39546 -3.15433 -4.36705
H -2.76801 -2.73795 -5.96502
H -3.98008 -1.68419 -5.21825
H -1.94679 -2.14624 -2.18693
Ce 0.78117 0.94817 1.00510
C 0.75319 1.91048 -1.02467
Si 1.28861 2.31900 -2.76876
H -0.12828 2.56327 -0.86529
H 0.39295 0.82664 -1.25668
C 1.82962 0.64770 -3.41989
C 2.68494 3.54947 -2.83285
C -0.21156 2.77169 -3.81941
C 3.04968 0.53241 0.65179
Si 3.77553 1.72517 1.86779
H 3.19698 0.80017 -0.41264
H 3.30219 -0.53485 0.75058
C 4.62656 3.10179 0.93105
C 5.01174 0.83022 2.95871
C 2.43766 2.48193 2.97419
H 0.04435 3.21274 -4.79414
H -0.86514 3.48784 -3.30743
H -0.82382 1.87841 -4.01376
H 2.62845 0.26185 -2.77878
H 2.19654 0.71541 -4.45272
H 0.98243 -0.05068 -3.37563
H 3.34706 3.40170 -1.97177
H 2.36951 4.59821 -2.78511
H 3.30079 3.44465 -3.73386
H 5.68132 0.18680 2.37225
H 4.51817 0.18558 3.69716
H 5.65626 1.53036 3.50536
H 2.06201 1.77367 3.72833
H 1.55750 2.96528 2.49558
H 2.96166 3.25515 3.56594
H 5.44770 3.52869 1.51984
H 3.92712 3.90954 0.68294
H 5.05941 2.72801 -0.00533
C 2.03325 -2.11706 4.42591
C 1.13711 -1.84622 5.45788
C 0.04347 -1.03571 5.18366
C -0.14424 -0.50575 3.89433
N 0.77480 -0.73475 2.90569
C 1.81639 -1.56965 3.16156
C -1.31831 0.31977 3.55195
C -2.46004 0.36282 4.40914
C -3.57854 1.12306 4.05698
C -3.56666 1.86395 2.87029
C -2.42954 1.84789 2.03088
C -1.32829 1.07888 2.37117
H 2.91165 -2.73470 4.58492
H 1.26883 -2.25649 6.45454
H -0.66252 -0.75161 5.95553
H 2.48184 -1.77341 2.31850
H -2.46361 -0.21564 5.33245
H -4.44907 1.12769 4.71076
H -4.43729 2.45716 2.59825
H -2.41021 2.44636 1.11802

***

DFT (wB97M-V/def2-TZVPD) results for an isolated molecule of C2H5IO at a distorted geometry.

Summary:
- molecular weight (g/mol) = 171.965
- electronic energy (a.u.) = -452.09449
- lowest unoccupied orbital energy (eV) = 0.383
- SMILES = C[C@H](O)I
- energy above the lowest of the compared OMol25 structures with the same formula, charge and spin (kcal/mol) = 17.4
- frontier orbital gap (eV) = 9.9680
- charge = 0
- E_HOMO (Eh) = -0.3522

Positions of all 9 atoms, in Å:
C 0.69863 -0.71133 0.16560
C -0.34122 0.27351 -0.37932
O -0.14002 1.68160 0.10607
I -2.46416 -0.21301 0.10626
H 0.99627 -0.88030 1.16022
H 0.42143 -1.77515 -0.18311
H 1.55499 -0.22900 -0.41184
H -0.23954 0.17864 -1.54222
H -0.48639 1.67504 0.97834

***

DFT (wB97M-V/def2-TZVPD) results for a cluster of 13 separate species, C4H32NO15 in total at a distorted geometry.

Summary:
- molecular weight (g/mol) = 334.292
- electronic energy (a.u.) = -1354.71248
- lowest unoccupied orbital energy (eV) = -2.508
- energy above the lowest of the compared OMol25 structures with the same formula, charge and spin (kcal/mol) = 85.4
- frontier orbital gap (eV) = 10.5520
- charge = +1
- E_HOMO (Eh) = -0.4799

Positions of all 52 atoms, in Å:
O 1.12537 -2.02762 -1.52641
C 1.09694 -2.22561 -0.33387
C 1.63677 -1.17072 0.63581
C 0.49658 -0.79628 1.67705
C 1.12987 -0.28836 2.92459
O 0.38101 0.59946 3.54910
O 2.23338 -0.64361 3.29827
N 1.80455 0.03746 -0.21780
H 0.63056 -3.18840 -0.05280
H 2.53844 -1.51829 1.15709
H -0.10084 -1.70478 1.81091
H -0.17358 0.05633 1.32530
H 0.50442 0.67780 4.53090
H 2.34550 -0.17793 -1.09294
H 1.06424 0.45602 -0.77795
H 2.29669 0.88587 0.14422
H -1.65422 -0.57130 2.46716
H -2.70651 -1.16088 3.61023
O -2.42336 -1.05863 2.70200
H -3.93623 -1.68819 -0.78467
H -4.70534 -0.88456 -1.82704
O -3.89698 -0.86976 -1.30479
H -1.32662 -0.60362 -2.50825
H -2.28800 -0.74921 -1.30406
O -1.34965 -0.87151 -1.57867
H 4.28005 -0.64774 -2.23258
H 3.92629 0.95811 -2.17155
O 4.16680 0.13824 -1.69511
H 1.39368 -3.27682 2.70691
H 2.59979 -4.05815 2.18873
O 1.88402 -3.47272 1.89381
H -0.97825 0.28938 -0.46379
H -1.73864 1.47246 0.40845
O -0.91716 1.01348 0.19276
H -1.99858 -1.84313 -4.47682
H -0.55839 -1.80070 -4.42043
O -1.29819 -1.18150 -4.36449
H -4.37391 0.06034 0.44007
H -3.71925 0.53079 1.67227
O -3.93209 0.84579 0.76646
H -1.66736 3.78650 -1.95258
H -1.99863 2.27677 -2.02682
O -1.27168 2.91293 -2.01231
H 3.50457 2.10111 1.34780
H 2.05507 2.58106 1.98515
O 2.56306 2.25577 1.22597
H -0.15717 4.27809 0.85474
H 0.93072 3.26484 0.74195
O 0.76786 4.14431 1.08932
H 0.36263 0.34533 -3.09335
H 0.39716 1.56611 -2.35713
O 1.05462 0.94563 -2.77081

***

DFT (wB97M-V/def2-TZVPD) results for an isolated molecule of C5H4N4S2 at a distorted geometry.

Summary:
- molecular weight (g/mol) = 184.249
- electronic energy (a.u.) = -1208.21100
- lowest unoccupied orbital energy (eV) = -0.161
- SMILES = S=C=N/C=C\Sn1ccnn1
- energy above the lowest of the compared OMol25 structures with the same formula, charge and spin (kcal/mol) = 26.0
- frontier orbital gap (eV) = 8.3563
- charge = 0
- E_HOMO (Eh) = -0.3130

Positions of all 15 atoms, in Å:
C 0.18494 -0.07321 1.72689
C -0.47003 0.91462 2.39469
C -0.81925 -0.14359 -1.67019
C -0.36506 -1.33642 -1.20902
C -2.73117 0.86750 -0.58335
N -1.67122 0.74698 -1.16470
N -0.90760 -0.86674 1.41303
N -1.81205 0.56536 2.53936
N -2.05149 -0.44856 1.81542
S -0.89148 -2.21630 0.20772
S -3.94181 1.27040 0.27523
H 1.19273 -0.28479 1.39400
H -0.12888 1.75706 2.88779
H -0.29737 0.24321 -2.48671
H 0.02868 -2.03422 -1.99572

***

DFT (wB97M-V/def2-TZVPD) results for an isolated molecule of C4H7NOS at a distorted geometry.

Summary:
- molecular weight (g/mol) = 117.173
- electronic energy (a.u.) = -684.76841
- lowest unoccupied orbital energy (eV) = 0.819
- SMILES = OCC1=NSCC1
- energy above the lowest of the compared OMol25 structures with the same formula, charge and spin (kcal/mol) = 24.3
- frontier orbital gap (eV) = 9.3510
- charge = 0
- E_HOMO (Eh) = -0.3135

Positions of all 14 atoms, in Å:
C -2.00969 0.56808 0.10398
C -0.54362 0.33308 -0.06867
C 1.80765 0.84722 0.20656
C 0.46287 1.45892 -0.22883
H -2.08290 -1.36248 0.18473
H -2.16083 0.99285 1.12088
H -2.38736 1.33932 -0.54620
H 2.77213 1.16779 -0.24249
H 1.99291 1.03472 1.27292
H 0.15336 2.37322 0.37057
H 0.49786 1.67260 -1.28455
N -0.12212 -0.85465 -0.09064
O -2.70870 -0.65520 -0.00222
S 1.58975 -0.95235 -0.01886

***

DFT (wB97M-V/def2-TZVPD) results for a cluster of 5 separate species, C36H77IN2O10S2Si2 in total.

Summary:
- molecular weight (g/mol) = 945.226
- electronic energy (a.u.) = -3952.98136
- lowest unoccupied orbital energy (eV) = -0.017
- SMILES = CCCN[Si@@](I)(CCCS)O[Si@](CCCCCOCC)(CCCCS(=O)(=O)O)CCC(N)=O.C1CCOC1.C1CCOC1.C1CCOC1.C1CCOC1
- energy above the lowest of the compared OMol25 structures with the same formula, charge and spin (kcal/mol) = 0.0
- frontier orbital gap (eV) = 9.1174
- charge = 0
- E_HOMO (Eh) = -0.3357

Positions of all 130 atoms, in Å:
C -0.85067 8.50610 0.07677
C -2.36987 8.62988 0.24390
C -3.13275 8.51940 -1.07510
N -2.77808 7.36110 -1.90532
Si -3.06618 5.72678 -1.47459
I -4.92067 5.65706 0.12930
C -3.48003 4.67638 -2.96619
C -4.85318 4.00655 -3.06248
C -4.91882 2.97868 -4.19642
S -5.86668 1.46994 -3.82256
O -1.68683 5.11156 -0.82162
Si -1.42628 3.88282 0.26960
C 0.36102 3.36760 0.03088
C 0.89705 3.64317 -1.38470
C 2.09809 2.75929 -1.77315
C 1.83992 1.82850 -2.95641
C 1.47684 2.58018 -4.23294
O 0.99653 1.75716 -5.28231
C -0.19013 1.03626 -5.00517
C -1.35595 1.90336 -4.53894
C -2.59832 2.43595 -0.04752
C -1.92985 1.11538 -0.46646
C -1.54298 0.24965 0.72541
C -0.86583 -1.06871 0.30412
S -1.97320 -2.41551 0.62920
O -1.97278 -2.66982 2.03298
O -3.20237 -2.18074 -0.05553
O -1.25486 -3.64038 -0.10393
C -1.65511 4.50965 2.02139
C -0.79923 3.72140 3.04403
C -1.55176 3.40609 4.32530
N -2.69008 2.55202 4.22138
O -1.20412 3.83913 5.38860
H -0.32750 9.14340 0.79079
H -0.49959 7.48387 0.22841
H -0.52654 8.82208 -0.92027
H -2.60596 9.60637 0.67736
H -2.74035 7.88494 0.95472
H -4.20848 8.48680 -0.89368
H -2.94960 9.42580 -1.66102
H -1.80302 7.45218 -2.18193
H -2.70078 3.90592 -3.02959
H -3.33382 5.34341 -3.82402
H -5.10304 3.52087 -2.11512
H -5.62175 4.76803 -3.21751
H -3.91043 2.67477 -4.48367
H -5.40744 3.40031 -5.07607
H -5.55563 1.43381 -2.52089
H 0.50206 2.30685 0.26690
H 0.95490 3.91553 0.77234
H 0.08982 3.52931 -2.11752
H 1.18410 4.69507 -1.44246
H 2.37046 2.13834 -0.91424
H 2.97459 3.37888 -1.98540
H 1.05381 1.11288 -2.68762
H 2.74128 1.24071 -3.15299
H 0.76629 3.39018 -4.02335
H 2.38306 3.05305 -4.61928
H -0.44110 0.53395 -5.93962
H 0.00245 0.24634 -4.26670
H -1.32595 2.09176 -3.46142
H -2.30121 1.40301 -4.76034
H -1.35320 2.86200 -5.06237
H -3.35073 2.69540 -0.79861
H -3.16868 2.28191 0.87822
H -1.04059 1.30019 -1.08287
H -2.61848 0.53961 -1.09306
H -0.86326 0.78808 1.39322
H -2.44502 0.03000 1.30359
H 0.04480 -1.26104 0.87275
H -0.63701 -1.07041 -0.76439
H -0.35222 -3.42819 -0.37680
H -2.71282 4.44382 2.28956
H -1.38895 5.56941 2.07008
H 0.07869 4.29684 3.33291
H -0.45576 2.76306 2.62820
H -2.60897 1.94289 3.41237
H -3.55792 3.06836 4.13177
C 5.77923 5.42411 -6.75677
C 5.03500 6.72023 -6.43838
C 3.73650 6.18707 -5.84571
O 4.07169 4.96049 -5.19572
C 5.38668 4.54944 -5.57285
H 6.85742 5.54866 -6.84522
H 5.40617 4.99319 -7.68780
H 5.58462 7.29882 -5.69330
H 4.86815 7.35380 -7.30823
H 2.99661 5.98812 -6.62827
H 3.29005 6.85935 -5.11165
H 6.06679 4.69931 -4.72749
H 5.36309 3.48558 -5.81275
C -1.97951 -7.19344 3.32244
C -1.53655 -6.14796 2.29959
C -0.27859 -6.79253 1.73483
O -0.47677 -8.20554 1.80793
C -1.62544 -8.49141 2.60781
H -3.03540 -7.13008 3.58123
H -1.39631 -7.09588 4.24108
H -2.29011 -6.03982 1.51695
H -1.35192 -5.16326 2.72452
H 0.60145 -6.52655 2.32917
H -0.08364 -6.51653 0.69683
H -2.44371 -8.82095 1.95846
H -1.37844 -9.30635 3.29055
C 2.16446 -6.81214 4.80095
C 2.38448 -5.64697 5.76412
C 3.90625 -5.61729 5.85286
O 4.39029 -6.06375 4.58668
C 3.32160 -6.63382 3.83108
H 1.19356 -6.79765 4.30780
H 2.26049 -7.76549 5.32445
H 2.01005 -4.71707 5.32971
H 1.90975 -5.78444 6.73476
H 4.26702 -6.29475 6.63445
H 4.30765 -4.62164 6.04791
H 3.05905 -5.94806 3.01563
H 3.65340 -7.57752 3.39717
C 2.17284 -12.23939 4.92781
C 2.26768 -11.97436 3.42561
C 2.49181 -10.46778 3.39568
O 3.21941 -10.15426 4.58604
C 3.21441 -11.26987 5.47462
H 2.37677 -13.27281 5.20485
H 1.17862 -11.97612 5.29485
H 3.12905 -12.49673 3.00450
H 1.38033 -12.27438 2.87010
H 1.54141 -9.92262 3.39569
H 3.07356 -10.13590 2.53462
H 4.21077 -11.72464 5.48849
H 2.98495 -10.91465 6.48046

***

DFT (wB97M-V/def2-TZVPD) results for a cluster of 2 separate species, C3H10O2S2 in total at a distorted geometry.

Summary:
- molecular weight (g/mol) = 142.245
- electronic energy (a.u.) = -1067.09982
- lowest unoccupied orbital energy (eV) = 0.332
- SMILES = OCCCSS.O
- energy above the lowest of the compared OMol25 structures with the same formula, charge and spin (kcal/mol) = 29.2
- frontier orbital gap (eV) = 9.0294
- charge = 0
- E_HOMO (Eh) = -0.3196

Positions of all 17 atoms, in Å:
C -0.66268 -1.28490 -0.33259
C 0.19123 -0.66772 -1.37781
O 1.05242 0.20961 -0.70349
C -1.34447 -0.30841 0.61169
S -0.83716 -0.19046 2.36119
S 0.74162 -1.23503 2.90896
H 0.02177 -1.96601 0.24297
H -1.39061 -1.95059 -0.86647
H 0.72362 -1.38490 -1.94669
H -0.41742 -0.13056 -2.20109
H 1.82800 -0.16081 -0.63561
H -2.38553 -0.52801 0.65080
H -1.28123 0.68959 0.15065
H 1.97377 -0.83197 2.41214
H 0.65430 2.73828 0.23627
H 0.53606 3.44613 -1.22948
O 0.59630 3.55576 -0.28144

***

- Which of these has the lowest molecular weight?
  C4H7NOS